Entry 1:
C39H67F2NO14S6 | ωB97M-V with the def2-TZVPD basis set

Last column: Mulliken charge in e.
CARTESIAN COORDINATES (ANGSTROEM)
C1 -1.1380 -0.2373 -0.1304  -0.10
C2 0.0980 0.6917 -0.4824  -0.35
O1 0.0780 1.7887 0.0566  0.15
N1 1.2010 0.2077 -1.4624  0.76
H1 0.6720 0.1057 -2.3144  0.08
H2 1.8670 0.8247 -1.5024  0.39
C3 1.7150 -1.1893 -1.2654  -1.71
H3 -0.6550 -1.2353 0.2106  -0.11
H4 -1.8710 -0.3353 -0.9164  -0.02
H5 -1.4740 0.3077 0.6796  0.15
H6 1.9480 -1.4383 -0.2574  0.41
H7 2.6210 -1.3053 -1.7084  0.74
H8 1.0290 -1.8983 -1.6774  0.58
O2 -0.0670 0.1337 -3.7624  -0.92
H9 -0.5900 -0.1023 -4.5184  0.11
F1 -4.0750 3.0377 0.9106  -0.36
C4 -4.1710 2.2647 -0.1354  0.10
C5 -3.1470 2.3127 -1.0964  0.57
C6 -3.1850 1.5297 -2.1634  -1.02
C7 -4.1840 0.5237 -2.1844  0.19
C8 -5.2400 0.4897 -1.3454  -1.28
C9 -5.2130 1.3627 -0.2404  -0.04
H10 -2.2250 2.8377 -0.9624  0.36
H11 -2.4140 1.5257 -3.0284  0.16
H12 -4.0750 -0.3553 -3.1024  0.13
H13 -5.9220 -0.1753 -1.4334  0.70
H14 -6.0230 1.6827 0.4576  0.50
F2 0.0810 8.7957 -2.3494  -0.34
C10 0.2200 7.4197 -1.9814  0.38
C11 1.0550 6.6307 -2.8234  -0.38
C12 1.1500 5.3467 -2.5854  -0.75
C13 0.2260 4.6897 -1.7324  -0.25
C14 -0.6340 5.4377 -0.8764  -0.09
C15 -0.5700 6.8467 -1.0344  -1.19
H15 1.6830 7.1487 -3.5704  0.35
H16 1.7440 4.8327 -3.2894  0.50
H17 0.5570 3.5777 -1.5934  0.03
H18 -1.2100 5.2337 -0.0974  1.10
H19 -1.2630 7.4777 -0.6824  0.57
C16 2.1490 -4.1233 -5.6154  -0.71
C17 1.1250 -3.0703 -5.2984  0.44
C18 1.4320 -1.9653 -6.0364  -0.31
S1 2.2310 -2.4353 -7.4844  1.20
O3 3.5880 -1.9633 -7.5434  -0.68
O4 1.3160 -2.2533 -8.5964  -0.69
C19 2.2530 -4.1053 -7.1044  -0.73
H20 2.1240 -5.1623 -5.3624  0.30
H21 3.1070 -3.8723 -4.9684  0.28
H22 0.9970 -3.0203 -4.1444  -0.63
H23 0.1110 -3.5183 -5.8024  0.25
H24 2.1480 -1.2443 -5.4704  0.29
H25 0.5340 -1.3713 -5.9654  0.22
H26 3.2570 -4.2543 -7.4814  0.42
H27 1.2580 -4.5323 -7.7614  0.27
C20 1.3520 -5.4423 -1.7964  0.15
C21 1.5830 -6.0333 -0.3854  -1.94
C22 0.3490 -6.0833 0.3466  -0.53
S2 -0.7040 -4.9043 -0.3204  1.14
O5 -0.2360 -3.6383 0.2136  -0.59
O6 -2.0770 -5.3023 -0.0934  -0.84
C23 -0.1440 -5.1173 -1.9054  -0.47
H28 1.5990 -6.3853 -2.6094  0.27
H29 1.9270 -4.5063 -1.8354  0.00
H30 2.3980 -5.4263 -0.1244  0.37
H31 1.9750 -6.7923 -0.5754  1.01
H32 0.3960 -6.2973 1.3906  0.52
H33 -0.0660 -7.0393 -0.0304  0.31
H34 -0.2680 -4.0563 -2.5434  0.13
H35 -0.8870 -6.0233 -2.1364  0.42
C24 -0.4900 4.6577 3.2836  -0.35
C25 0.8230 4.5337 3.9476  -1.33
C26 1.3510 3.3367 3.6736  0.37
S3 0.1450 2.1257 3.8676  1.14
O7 -0.1170 1.7917 5.2306  -0.77
O8 0.3750 1.0487 2.8656  -0.37
C27 -1.0510 3.2307 3.2836  -0.13
H36 -0.2440 5.0567 2.3246  -0.21
H37 -1.0690 5.3367 3.8186  0.52
H38 0.6000 4.7247 4.8796  0.42
H39 1.5080 5.2107 3.5916  0.57
H40 2.2470 2.9597 4.3666  0.39
H41 1.8730 3.3157 2.7696  -0.69
H42 -1.8400 3.1787 4.0416  0.57
H43 -1.6150 2.9487 2.3616  -0.14
C28 1.3490 -2.3873 3.2636  0.77
C29 -0.1950 -2.4963 3.8116  0.43
C30 -0.1400 -2.9693 5.0946  -1.21
S4 0.9610 -4.3013 4.9686  1.26
O9 0.2220 -5.4623 4.5246  -0.66
O10 1.6180 -4.4463 6.2426  -0.76
C31 2.0000 -3.6063 3.8286  -0.90
H44 1.9200 -1.5263 3.7536  0.18
H45 1.3490 -2.1263 2.2196  -0.92
H46 -0.8080 -3.3023 3.2026  -0.15
H47 -0.7940 -1.5363 3.8326  0.03
H48 -0.8980 -3.3853 5.5696  0.80
H49 0.5780 -2.2213 5.7546  0.17
H50 2.4110 -4.2753 3.1986  0.59
H51 2.9530 -3.4143 4.2896  0.41
C32 -5.9430 -1.9713 2.4666  -0.65
C33 -4.6520 -2.1733 1.7986  -0.42
C34 -3.5620 -2.1273 2.7206  -0.20
S5 -4.0160 -0.7413 3.8506  1.06
O11 -3.4130 0.4697 3.4096  -0.43
O12 -3.8990 -1.2233 5.2866  -0.75
C35 -5.6730 -0.7373 3.3256  -0.62
H52 -6.4060 -2.8403 3.0706  0.30
H53 -6.5640 -1.6823 1.5926  0.31
H54 -4.5110 -1.4093 0.9806  -0.27
H55 -4.6010 -3.1183 1.4196  0.67
H56 -2.5930 -2.1913 2.1196  -0.38
H57 -3.5200 -2.9923 3.1606  0.86
H58 -5.8290 0.0947 2.5386  0.14
H59 -6.2970 -0.7723 4.1676  0.50
C36 5.2830 4.3127 0.8156  -0.71
C37 3.9290 4.7657 1.1356  -0.69
C38 3.0220 4.5097 0.0786  0.74
S6 3.8850 3.5187 -1.0984  0.97
O13 4.5420 4.5587 -1.9754  -0.69
O14 2.9240 2.5457 -1.6254  -0.73
C39 5.0460 2.9907 0.0196  -0.79
H60 5.8290 4.1357 1.8526  0.29
H61 5.9320 4.6957 0.0396  0.41
H62 3.9090 5.7797 1.2286  0.51
H63 3.6270 4.4007 2.1706  -0.07
H64 2.4790 5.3237 -0.2764  0.26
H65 2.2030 3.9067 0.6836  -0.47
H66 5.9540 2.8427 -0.4614  0.57
H67 4.4680 2.2807 0.6776  0.26

Properties
Total charge ... 0
Energy above the lowest of the compared OMol25 structures with the same formula, charge and spin ... 163.3 kJ/mol

Entry 2:
C7H9FN3O5P | ωB97M-V with the def2-TZVPD basis set

Last column: Mulliken charge in e.
CARTESIAN COORDINATES (ANGSTROEM)
C1 3.2167 0.3914 0.7373  -1.44
C2 2.1168 0.2239 -0.3435  0.40
F1 0.9995 0.8914 0.1419  -0.18
C3 1.7757 -1.2793 -0.6599  -1.02
C4 0.2447 -1.4435 -0.6628  0.33
C5 -0.5763 -2.1893 0.1647  -0.51
N1 -1.9135 -1.9770 -0.2170  0.77
C6 -1.8765 -1.1049 -1.2770  -1.71
N2 -3.1032 -0.6617 -1.8807  -0.18
C7 -3.4106 0.3334 -1.1218  0.13
O1 -3.4704 1.3446 -0.6032  0.01
N3 -0.5984 -0.7689 -1.5859  0.37
H1 4.1792 -0.1073 0.4691  0.40
H2 3.4522 1.4628 0.9315  0.35
H3 2.8424 -0.0513 1.6870  0.35
H4 2.3657 0.7351 -1.3041  0.36
H5 2.1648 -1.5629 -1.6712  0.50
H6 2.1661 -1.9766 0.1159  0.23
H7 -0.2573 -2.8396 0.9908  0.34
H8 -2.7636 -2.3623 0.1728  0.41
H9 -0.2958 -0.1361 -2.3184  0.32
O2 -1.0164 2.6557 0.1563  -0.70
P1 -1.4545 2.6218 1.6568  0.87
O3 -2.8057 3.3596 1.8118  -0.84
O4 -0.3637 3.3073 2.5133  -0.83
O5 -1.6178 1.1338 2.0963  -0.73

Properties
Calculated total energy ... -1253.66273 Ha
Total charge ... -2

Entry 3:
C6H12O | ωB97M-V with the def2-TZVPD basis set

Last column: Mulliken charge in e.
CARTESIAN COORDINATES (ANGSTROEM)
C1 1.9288 1.0811 0.5179  -1.52
C2 0.9067 -0.0239 0.2166  0.71
C3 0.9557 -1.1309 1.2671  -1.43
C4 -0.4489 0.6360 0.1743  -0.20
O1 -0.6863 1.4491 -0.9747  -0.50
C5 -1.6010 0.4077 -0.6945  -0.04
C6 -1.9640 -0.7328 -1.6123  -1.12
H1 2.9524 0.6922 0.5411  0.41
H2 1.8785 1.8747 -0.2349  0.35
H3 1.7226 1.5322 1.4978  0.34
H4 1.1256 -0.4434 -0.7729  0.24
H5 0.7222 -0.7312 2.2618  0.33
H6 1.9556 -1.5751 1.3185  0.40
H7 0.2382 -1.9281 1.0440  0.33
H8 -0.7466 1.0902 1.1247  0.39
H9 -2.5209 0.8146 -0.2614  0.36
H10 -1.9788 -0.5002 -2.6839  0.28
H11 -2.9925 -0.8249 -1.2743  0.34
H12 -1.4474 -1.6871 -1.4549  0.32

Properties
Structure (SMILES) ... CC(C)[C@H]1O[C@H]1C
Total charge ... 0
Energy above the lowest of the compared OMol25 structures with the same formula, charge and spin ... 149.0 kJ/mol

Entry 4:
C22H20Cl3N3OS | ωB97M-V with the def2-TZVPD basis set

Last column: Mulliken charge in e.
CARTESIAN COORDINATES (ANGSTROEM)
C1 2.7097 -2.3724 4.8543  -1.58
C2 2.0038 -2.5388 3.5442  0.83
C3 2.7275 -2.6014 2.3583  -0.60
C4 2.0824 -2.7778 1.1493  -0.63
C5 0.7051 -2.8842 1.0951  0.00
C6 -0.0302 -2.8038 2.2724  -0.22
N1 -1.4320 -2.9287 2.2768  0.01
C7 -2.3121 -2.6318 1.2962  -0.25
S1 -3.7728 -3.3876 1.2171  -0.35
N2 -1.9779 -1.6923 0.3498  0.07
C8 -1.2323 -0.4959 0.6210  -1.83
N3 -0.3527 -0.1963 -0.4668  0.44
C9 0.9375 0.2109 -0.2899  0.49
O1 1.4645 0.2638 0.7940  -0.63
C10 1.6352 0.5353 -1.6037  -1.38
C11 0.6997 1.1555 -2.6037  0.02
C12 0.3458 0.4667 -3.7373  -0.30
C13 -0.5713 0.9953 -4.6572  -0.85
C14 -1.1473 2.2114 -4.4277  -0.87
C15 -0.8160 2.9563 -3.2763  0.94
C16 -1.4092 4.2098 -3.0197  -0.88
C17 -1.0830 4.9239 -1.9018  -0.60
C18 -0.1421 4.4155 -0.9951  -0.62
C19 0.4480 3.2013 -1.2120  -1.01
C20 0.1272 2.4326 -2.3513  1.60
C21 -2.1985 0.6986 0.8663  0.94
Cl1 -3.3479 0.2950 2.1540  -0.12
Cl2 -1.2807 2.1384 1.3295  -0.09
Cl3 -3.0975 1.0519 -0.6340  -0.14
C22 0.6236 -2.6473 3.4900  -0.48
H1 3.4784 -1.6066 4.7772  0.38
H2 2.0138 -2.0954 5.6418  0.35
H3 3.1952 -3.3063 5.1379  0.33
H4 3.8028 -2.5121 2.3871  0.42
H5 2.6566 -2.8384 0.2371  0.44
H6 0.1998 -3.0333 0.1538  0.49
H7 -1.8248 -3.4945 3.0182  0.31
H8 -2.7122 -1.5762 -0.3407  0.36
H9 -0.6099 -0.6184 1.5165  0.55
H10 -0.7588 -0.1346 -1.3903  0.48
H11 2.4851 1.1837 -1.3848  0.35
H12 2.0298 -0.4046 -1.9977  0.39
H13 0.7798 -0.5043 -3.9320  0.37
H14 -0.8207 0.4263 -5.5403  0.41
H15 -1.8648 2.6223 -5.1227  0.41
H16 -2.1298 4.5934 -3.7278  0.39
H17 -1.5435 5.8817 -1.7100  0.41
H18 0.1123 4.9895 -0.1164  0.45
H19 1.1639 2.8254 -0.4979  0.45
H20 0.0402 -2.6013 4.3988  0.36

Properties
Calculated total energy ... -2868.68727 Ha
Structure (SMILES) ... Cc1cccc(NC(=S)N[C@@H](NC(=O)Cc2cccc3ccccc23)C(Cl)(Cl)Cl)c1
Total charge ... 0